(1)
19
Properties=species:S:1:pos:R:3 method="wB97M-V/def2-TZVPD" relative_energy_ev=1.584 s_squared=2.02 total_charge=0 orbital_gap_ev="6.5 / 6.7" homo_ev="-5.9 / -10.4" fmax_ev_per_a=2.948 spin_multiplicity=3
C 3.6575 -0.8242 0.0736
C 2.1236 0.8444 -0.4636
C -0.0666 1.1464 0.1436
C -1.1569 -0.8590 -1.0936
C -2.1618 0.2419 -0.9690
C -1.0931 0.0656 0.0860
C -1.4991 -0.4170 1.4614
C 3.3038 0.5362 -0.0118
N 3.9289 -1.9346 0.1660
N 0.9692 0.9910 -0.7815
O -0.1279 2.1053 0.8637
H -1.4841 -1.8704 -0.9081
H -0.4017 -0.7706 -1.8600
H -2.0897 1.0892 -1.6323
H -3.1748 -0.0035 -0.6826
H -0.6587 -0.9030 1.9586
H -2.3152 -1.1319 1.3836
H -1.8195 0.4249 2.0730
H 4.0661 1.2693 0.1928

---

(2)
22
Properties=species:S:1:pos:R:3 method="wB97M-V/def2-TZVPD" relative_energy_ev=3.823 total_charge=0 orbital_gap_ev="7.3 / 7.6" homo_ev="-8.1 / -8.2" fmax_ev_per_a=4.280
C -3.7314 0.5234 -0.8552
C -3.3137 -0.7691 -0.7170
C 2.4756 1.6904 0.2199
C 3.3280 0.6484 -0.3134
C 1.1585 1.7228 0.1134
C 2.7794 -0.4083 -0.8336
C -3.0518 1.6460 -0.3252
C -2.1050 -1.0578 -0.0078
N -1.4078 -2.0670 -0.2052
N 0.7218 -1.4435 0.4891
O 0.4832 0.7674 -0.5204
O -1.5884 -0.0785 0.8778
P -1.8660 1.5149 0.8576
P 1.0619 -0.7431 -0.9420
H -4.6085 0.5334 -1.3684
H -3.7369 -1.5992 -1.1937
H 3.0202 2.5368 0.5854
H 4.3358 0.8340 -0.2825
H 0.6999 2.6959 0.3685
H 3.4039 -1.0937 -1.4835
H -3.3974 2.6486 -0.3903
H 0.9320 -2.5183 0.4842

---

(3)
21
Properties=species:S:1:pos:R:3 method="wB97M-V/def2-TZVPD" relative_energy_ev=4.609 total_charge=0 orbital_gap_ev=9.1 homo_ev=-8.9 fmax_ev_per_a=3.489
C -0.7699 1.5615 -1.8064
C 0.5361 1.1306 -2.0188
C -1.2271 1.5832 -0.5115
C 1.3868 0.7443 -0.9772
C -0.4689 1.0344 0.4891
C 0.8030 0.5431 0.2498
C 1.7339 -1.8886 0.3914
C 0.4833 -2.6403 0.5465
N 2.8756 -1.8394 -0.0188
N 1.5365 0.0049 1.3111
O 3.5106 -0.1900 2.6877
O 3.6181 -0.8145 0.1942
S 3.0796 0.4234 1.4773
H -1.6032 1.8229 -2.4741
H 1.0945 1.2967 -2.8916
H -2.1925 2.0699 -0.3527
H 2.3522 0.3727 -1.2094
H -0.8851 1.0626 1.4749
H 0.4108 -2.7317 1.6988
H 0.5138 -3.6226 0.2206
H -0.2568 -2.0059 0.0192